Record 1
Molecular formula: C4H10O2
Method: DFT, the ωB97M-V functional and the def2-TZVPD basis

The value obtained for the total energy is -308.8585 hartree. Its multiplicity is 1. As for the SMILES: CO[C@@H](C)CO. For the frontier orbital gap, the calculation gives 10.99 eV. The value obtained for the HOMO energy is -9.95 eV.

XYZ file:
```
16
Properties=species:S:1:pos:R:3:forces:R:3
C 1.7440 1.0688 0.1291 0.229 0.131 -0.047
O 0.6166 0.4398 0.6972 -0.051 -0.061 0.025
C -0.1591 -0.3222 -0.2313 -0.049 -0.076 -0.064
C -0.0951 -1.7919 0.1472 -0.017 -0.052 0.001
C -1.5825 0.2425 -0.1814 -0.036 -0.378 -0.055
O -1.5495 1.6474 -0.1799 0.082 0.162 0.154
H 2.4819 0.3366 -0.2317 -0.137 0.092 0.046
H 1.4585 1.7276 -0.7050 0.058 -0.116 0.147
H 2.2044 1.6697 0.9182 -0.040 -0.089 -0.138
H 0.2446 -0.1660 -1.2422 -0.049 -0.003 0.136
H 0.9313 -2.1663 0.0788 -0.152 0.054 -0.004
H -0.7297 -2.3983 -0.5095 0.088 0.103 0.074
H -0.4393 -1.9216 1.1792 0.048 0.023 -0.162
H -2.1469 -0.0766 -1.0643 0.090 0.004 0.129
H -2.1025 -0.1497 0.7091 0.106 0.092 -0.089
H -0.8766 1.8602 0.4867 -0.169 0.113 -0.152
```
Positions in Å, forces in eV/Å.


Record 2
Molecular formula: C24H33N3O2
Method: DFT, the ωB97M-V functional and the def2-TZVPD basis

The value obtained for the total energy is -1249.1166 hartree. Its multiplicity is 1. As for the SMILES: CCCCn1nc2cc(C(=O)NC[C@]34C[C@H]5C[C@H](C[C@H](C5)C3)C4)ccc2c1OC. For the frontier orbital gap, the calculation gives 8.28 eV. The value obtained for the HOMO energy is -7.69 eV.

XYZ file:
```
62
Properties=species:S:1:pos:R:3:forces:R:3
C -5.2731 0.6038 1.5205 -0.203 -0.038 0.029
C -6.5821 0.4285 0.7594 0.158 -0.073 -0.129
C -6.4139 0.4600 -0.7594 -0.072 0.169 0.203
C -5.8912 1.7920 -1.3020 -0.586 -0.336 -0.175
N -4.4571 1.8865 -1.1903 0.621 0.788 0.380
N -3.6820 0.9298 -1.6973 0.129 -0.792 -0.451
C -2.4304 1.3182 -1.4584 -0.602 0.852 0.466
C -1.2351 0.6695 -1.8008 0.596 -0.062 -0.004
C -0.0455 1.2516 -1.4426 -0.631 -0.313 -0.312
C 1.2179 0.5557 -1.8257 0.060 0.080 0.087
O 1.3270 -0.0883 -2.8512 -0.091 -0.202 -0.167
N 2.2371 0.7048 -0.9422 0.128 0.156 0.307
C 3.5127 0.0588 -1.1218 0.206 -0.302 -0.025
C 3.7329 -1.1607 -0.2066 -0.080 0.400 -0.299
C 2.6188 -2.1902 -0.4108 0.065 -0.077 0.066
C 2.8723 -3.4120 0.4705 -0.217 -0.189 -0.017
C 4.2125 -4.0442 0.0996 -0.010 0.048 0.017
C 5.3287 -3.0236 0.3144 0.278 -0.118 -0.071
C 5.3583 -2.5967 1.7809 -0.038 0.023 -0.048
C 4.0165 -1.9667 2.1491 -0.013 0.091 0.335
C 2.8987 -2.9867 1.9380 0.019 0.015 -0.042
C 3.7631 -0.7435 1.2675 0.043 -0.161 -0.034
C 5.0769 -1.8017 -0.5671 -0.084 -0.040 0.117
C -0.0212 2.4964 -0.7642 -0.095 0.370 0.246
C -1.1675 3.1607 -0.4343 0.342 0.121 0.126
C -2.4059 2.5802 -0.7668 -0.230 -0.290 -0.173
C -3.7625 2.8943 -0.6297 -0.231 0.122 0.024
O -4.4644 3.9182 -0.0807 0.010 -0.690 -0.347
C -3.7170 4.9777 0.4712 0.211 0.284 0.161
H -4.9041 1.6218 1.4331 0.120 0.103 0.033
H -4.5146 -0.0741 1.1353 0.142 -0.047 -0.015
H -5.4208 0.3911 2.5772 0.053 0.012 0.103
H -7.2850 1.2085 1.0628 -0.099 -0.034 0.023
H -7.0226 -0.5340 1.0293 -0.079 0.036 0.023
H -5.7195 -0.3207 -1.0736 -0.091 -0.041 -0.067
H -7.3823 0.2603 -1.2212 0.026 -0.003 -0.087
H -6.3216 2.6382 -0.7637 0.037 -0.054 -0.100
H -6.1484 1.8727 -2.3633 0.053 0.100 0.125
H -1.2513 -0.2657 -2.3364 0.044 -0.116 -0.094
H 2.0618 1.1567 -0.0602 -0.127 -0.006 -0.108
H 4.3101 0.7916 -0.9526 0.015 -0.071 -0.033
H 3.5421 -0.2631 -2.1659 0.100 0.047 0.092
H 2.5791 -2.4835 -1.4614 -0.033 0.012 -0.094
H 1.6522 -1.7478 -0.1578 -0.051 0.034 -0.026
H 2.0693 -4.1413 0.3166 0.043 0.045 0.005
H 4.1963 -4.3622 -0.9450 0.006 -0.064 -0.053
H 4.3919 -4.9276 0.7169 0.015 -0.072 -0.003
H 6.2919 -3.4720 0.0451 -0.059 0.029 0.012
H 5.5490 -3.4633 2.4179 0.043 -0.028 0.050
H 6.1651 -1.8779 1.9434 0.065 0.014 0.037
H 4.0352 -1.6565 3.2007 -0.003 -0.021 -0.073
H 3.0663 -3.8576 2.5760 -0.026 -0.038 0.056
H 1.9369 -2.5489 2.2158 -0.058 -0.004 0.042
H 4.5507 -0.0020 1.4276 0.039 0.093 -0.005
H 2.8091 -0.2908 1.5498 -0.068 0.072 0.018
H 5.0696 -2.0992 -1.6178 0.008 0.021 -0.106
H 5.8815 -1.0743 -0.4312 0.063 0.074 -0.033
H 0.9321 2.9526 -0.5380 0.050 0.056 0.016
H -1.1112 4.1158 0.0663 0.050 0.051 0.012
H -3.0968 4.6324 1.3035 -0.033 0.014 -0.042
H -3.0870 5.4528 -0.2857 -0.030 -0.024 0.029
H -4.4494 5.6953 0.8375 0.103 -0.026 -0.012
```
Positions in Å, forces in eV/Å.


Record 3
Molecular formula: C26H19N5O2Sn
Method: DFT, the ωB97M-V functional and the def2-TZVPD basis

The value obtained for the total energy is -1640.8249 hartree. Its multiplicity is 1. For the frontier orbital gap, the calculation gives 7.33 eV. The value obtained for the HOMO energy is -7.85 eV.

XYZ file:
```
53
Properties=species:S:1:pos:R:3:forces:R:3
Sn 0.3313 -0.3938 -1.0745 0.073 -0.378 -0.422
C -3.3727 1.0305 -3.1890 0.008 -0.011 -0.004
C -4.4521 0.9842 -2.3074 0.000 -0.014 0.020
C -4.3209 0.3182 -1.1114 0.017 -0.001 -0.052
C -3.0996 -0.2972 -0.7921 0.024 -0.136 0.011
N -2.0662 -0.2316 -1.6396 -0.030 0.306 0.264
C -2.2042 0.4158 -2.8026 -0.038 0.028 -0.024
N -3.0574 -1.0060 0.3876 0.099 0.025 0.023
C -2.0200 -1.4939 0.9815 -0.175 0.019 -0.042
N -0.6632 -1.4398 0.7239 0.041 -0.004 -0.104
C -0.0035 -2.0140 1.7941 0.146 -0.063 0.087
N 1.2419 -2.1150 2.1199 -0.067 0.068 -0.044
C 2.3395 -1.7002 1.3994 -0.079 -0.109 -0.030
C 3.5736 -1.7186 2.0694 0.023 -0.003 -0.048
C 4.7199 -1.3821 1.3881 -0.019 -0.008 0.012
C 4.6401 -1.0364 0.0396 -0.007 -0.008 -0.010
C 3.3954 -1.0282 -0.5463 0.052 0.005 0.012
N 2.2744 -1.3508 0.1095 -0.026 0.305 0.266
C -1.0034 -2.5630 2.7427 -0.057 0.013 -0.007
C -0.8526 -3.2490 3.9326 -0.003 0.004 -0.021
C -2.0134 -3.6136 4.6035 -0.015 -0.003 0.008
C -3.2725 -3.2889 4.0962 0.003 -0.008 0.015
C -3.4079 -2.5900 2.9030 0.019 0.000 -0.013
C -2.2450 -2.2427 2.2424 0.045 -0.014 0.035
H -3.4358 1.5377 -4.1406 0.001 0.001 -0.002
H -5.3888 1.4632 -2.5627 0.000 0.001 -0.003
H -5.1321 0.2394 -0.4027 -0.001 -0.001 0.008
H -1.3190 0.4414 -3.4319 0.003 0.010 0.005
H 3.5848 -2.0098 3.1093 -0.005 0.000 0.006
H 5.6761 -1.3918 1.8955 0.002 0.001 -0.002
H 5.5166 -0.7715 -0.5334 0.001 0.001 -0.002
H 3.2633 -0.7398 -1.5853 -0.001 0.011 0.004
H 0.1312 -3.4851 4.3144 0.004 0.001 0.002
H -1.9455 -4.1560 5.5378 0.004 -0.002 0.000
H -4.1555 -3.5860 4.6474 -0.003 0.000 -0.003
H -4.3748 -2.3230 2.4989 -0.003 0.003 -0.001
C -0.1376 2.7919 2.1300 0.004 0.021 0.005
C 0.2992 2.3405 0.7565 -0.092 -0.227 0.083
O 0.0795 1.1233 0.5228 0.037 0.103 -0.028
C 0.9007 3.2533 -0.1523 0.068 0.139 -0.078
C 1.0907 4.6078 0.2439 -0.005 -0.043 -0.015
C 1.6602 5.5308 -0.5787 -0.004 0.002 0.008
C 2.0756 5.1267 -1.8691 0.009 0.025 -0.009
C 1.9156 3.8444 -2.2938 -0.006 -0.022 0.002
C 1.3208 2.8396 -1.4607 0.042 0.123 -0.024
O 1.1984 1.6567 -1.9152 -0.084 -0.155 0.110
H -0.5665 1.9391 2.6486 0.000 0.001 0.002
H -0.8817 3.5859 2.0614 0.000 0.003 -0.004
H 0.7078 3.1757 2.7017 0.004 0.002 -0.003
H 0.7725 4.9146 1.2307 -0.002 0.000 0.006
H 1.7938 6.5535 -0.2551 -0.001 0.000 0.001
H 2.5302 5.8538 -2.5321 -0.001 -0.001 0.002
H 2.2320 3.5313 -3.2802 -0.002 -0.010 0.000
```
Positions in Å, forces in eV/Å.